{"formula": "C16H52B2O11S8", "method": "wB97M-V/def2-TZVPD", "e_lumo_ev": 0.36, "e_tot_ev": -127990.244, "symbols": ["B", "O", "B", "O", "O", "H", "H", "H", "H", "C", "S", "O", "C", "H", "H", "H", "H", "H", "H", "C", "S", "O", "C", "H", "H", "H", "H", "H", "H", "C", "S", "O", "C", "H", "H", "H", "H", "H", "H", "C", "S", "O", "C", "H", "H", "H", "H", "H", "H", "C", "S", "O", "C", "H", "H", "H", "H", "H", "H", "C", "S", "O", "C", "H", "H", "H", "H", "H", "H", "C", "S", "O", "C", "H", "H", "H", "H", "H", "H", "C", "S", "O", "C", "H", "H", "H", "H", "H", "H"], "coordinates": [[-7.37, 5.25, 1.03], [-6.99, 6.51, 0.62], [-5.84, 6.82, -0.06], [-4.74, 5.98, 0.05], [-5.79, 7.92, -0.87], [-6.95, 4.80, 2.05], [-8.17, 4.67, 0.34], [-4.01, 6.42, 0.49], [-6.13, 8.72, -0.46], [-1.62, 2.65, 2.30], [-2.98, 3.71, 1.81], [-4.15, 3.32, 2.64], [-3.22, 2.99, 0.20], [-1.35, 2.93, 3.32], [-1.94, 1.61, 2.26], [-0.78, 2.81, 1.63], [-3.41, 1.92, 0.31], [-2.33, 3.15, -0.41], [-4.07, 3.49, -0.25], [0.46, 2.56, -2.58], [-0.20, 1.03, -1.92], [-0.76, 1.35, -0.57], [1.36, 0.21, -1.67], [-0.39, 3.22, -2.77], [1.13, 3.00, -1.85], [0.98, 2.35, -3.51], [2.00, 0.81, -1.01], [1.86, 0.06, -2.63], [1.16, -0.76, -1.22], [2.98, -3.30, -2.45], [4.51, -2.38, -2.60], [4.12, -0.95, -2.78], [4.96, -3.00, -4.22], [2.53, -3.01, -1.50], [2.32, -3.06, -3.27], [3.18, -4.37, -2.44], [4.17, -2.77, -4.93], [5.13, -4.07, -4.16], [5.88, -2.49, -4.51], [-6.92, -1.77, 0.22], [-5.90, -1.36, -1.20], [-5.47, -2.65, -1.81], [-4.51, -0.76, -0.24], [-7.84, -2.22, -0.16], [-6.38, -2.48, 0.85], [-7.15, -0.87, 0.78], [-4.17, -1.56, 0.42], [-4.81, 0.11, 0.34], [-3.72, -0.48, -0.93], [-3.68, -3.84, 4.67], [-3.02, -3.70, 3.00], [-3.60, -2.46, 2.42], [-3.94, -5.07, 2.30], [-3.26, -3.03, 5.25], [-4.77, -3.75, 4.63], [-3.38, -4.80, 5.09], [-5.01, -4.89, 2.43], [-3.64, -6.00, 2.78], [-3.70, -5.11, 1.24], [5.30, 2.51, 0.15], [5.59, 0.74, 0.28], [5.77, 0.44, 1.73], [7.23, 0.76, -0.45], [4.33, 2.71, 0.60], [6.09, 3.04, 0.70], [5.30, 2.80, -0.90], [7.87, 1.42, 0.14], [7.16, 1.10, -1.48], [7.62, -0.25, -0.42], [8.86, 2.56, 4.88], [7.88, 3.21, 3.52], [8.00, 4.69, 3.57], [6.28, 2.77, 4.20], [9.90, 2.78, 4.66], [8.56, 3.07, 5.80], [8.70, 1.49, 4.96], [6.16, 3.25, 5.16], [6.21, 1.69, 4.27], [5.53, 3.13, 3.50], [-0.74, -7.06, -4.35], [-0.05, -5.43, -4.64], [1.03, -5.24, -3.63], [-1.47, -4.50, -4.05], [0.03, -7.79, -4.62], [-0.99, -7.16, -3.30], [-1.61, -7.20, -4.98], [-1.68, -4.78, -3.02], [-2.33, -4.71, -4.69], [-1.22, -3.45, -4.11]], "lowdin_charge": [-0.05, 0.18, -0.82, 0.16, 0.19, 0.06, 0.05, 0.11, 0.11, -0.27, 0.79, -0.55, -0.27, 0.05, 0.06, 0.04, 0.03, 0.03, 0.04, -0.26, 0.82, -0.56, -0.27, 0.05, 0.06, 0.06, 0.06, 0.04, 0.05, -0.28, 0.80, -0.58, -0.27, 0.05, 0.05, 0.05, 0.06, 0.06, 0.05, -0.27, 0.80, -0.57, -0.27, 0.05, 0.05, 0.06, 0.02, 0.05, 0.05, -0.27, 0.81, -0.56, -0.27, 0.05, 0.06, 0.05, 0.06, 0.05, 0.05, -0.26, 0.79, -0.56, -0.26, 0.05, 0.05, 0.06, 0.05, 0.06, 0.05, -0.27, 0.77, -0.56, -0.27, 0.05, 0.06, 0.05, 0.06, 0.05, 0.04, -0.27, 0.81, -0.56, -0.26, 0.05, 0.06, 0.05, 0.06, 0.06, 0.05]}